ORCA calculation (the ωB97M-V functional and the def2-TZVPD basis) on an isolated molecule of C5H7NO in a non-equilibrium geometry.

Values from the calculation:
**SMILES string**: C[C@]12N[C@H]1CC2=O
**Total charge**: 0
**HOMO**: -8.768 eV
**Largest force on an atom**: 2.3 eV Å⁻¹
**Frontier orbital gap**: 9.53 eV
**Energy above the lowest of the compared OMol25 structures with the same formula, charge and spin**: 443.2 kJ/mol
**LUMO energy**: 0.767 eV

Positions of all 14 atoms, in Å:
N (0.58, -1.45, 1.15)
C (-1.70, 0.27, -0.10)
C (-0.35, -0.63, 0.27)
H (-1.95, 0.87, 0.77)
H (1.29, -2.03, 0.68)
C (0.76, 0.00, 1.04)
H (-2.51, -0.36, -0.47)
H (2.25, 0.39, -0.65)
C (1.27, 0.61, -0.29)
O (-0.01, -0.62, -2.14)
C (0.26, -0.29, -1.02)
H (0.62, 0.52, 1.99)
H (-1.57, 1.03, -0.93)
H (1.05, 1.69, -0.30)



ORCA calculation (the ωB97M-V functional and the def2-TZVPD basis) on a cluster of 2 separate species, C5H7NO in total.

Values from the calculation:
**Total charge**: 0
**HOMO (alpha / beta)**: -8.563 / -8.562 eV
**Largest force on an atom**: 1.0 eV Å⁻¹
**Frontier orbital gap (alpha / beta)**: 7.74 / 7.74 eV
**Energy above the lowest of the compared OMol25 structures with the same formula, charge and spin**: 421.2 kJ/mol
**LUMO energy (alpha / beta)**: -0.821 / -0.823 eV

Positions of all 14 atoms, in Å:
H (0.98, -2.41, -0.37)
H (2.14, -1.36, -1.30)
N (-2.42, -0.81, 1.87)
C (-0.50, 1.94, 0.07)
H (2.01, -1.20, 0.53)
H (0.28, 2.70, 0.09)
H (-1.02, 1.91, 1.03)
C (1.53, -1.47, -0.41)
C (-0.61, -0.63, 0.03)
O (1.18, 0.48, -0.80)
C (0.06, 0.59, -0.24)
H (-1.25, 2.21, -0.69)
C (-1.62, -0.73, 1.03)
H (-0.77, -1.23, -0.86)



ORCA calculation (the ωB97M-V functional and the def2-TZVPD basis) on an isolated molecule of C5H7NO in a non-equilibrium geometry.

Values from the calculation:
**SMILES string**: C[C@@]1(O)C[C@H]1C#N
**Total charge**: 0
**HOMO**: -9.597 eV
**Largest force on an atom**: 1.7 eV Å⁻¹
**Frontier orbital gap**: 10.34 eV
**Energy above the lowest of the compared OMol25 structures with the same formula, charge and spin**: 275.3 kJ/mol
**LUMO energy**: 0.742 eV

Positions of all 14 atoms, in Å:
O (0.32, -1.93, 0.05)
H (2.44, -0.74, 0.25)
C (-0.77, 0.19, -0.66)
C (-0.51, 1.58, -0.92)
C (0.24, -0.55, 0.13)
H (1.91, 0.66, -0.69)
H (-1.21, -0.37, -1.48)
N (-0.30, 2.71, -1.07)
H (-1.43, 0.63, 1.46)
C (-1.32, -0.13, 0.70)
C (1.68, 0.05, 0.20)
H (-2.30, -0.65, 0.59)
H (1.80, 0.70, 1.07)
H (-0.55, -2.16, 0.39)



ORCA calculation (the ωB97M-V functional and the def2-TZVPD basis) on a structure of composition C5H7NO in a non-equilibrium geometry.

Values from the calculation:
**Total charge**: 0
**HOMO**: -8.760 eV
**Largest force on an atom**: 3.1 eV Å⁻¹
**Frontier orbital gap**: 9.52 eV
**Energy above the lowest of the compared OMol25 structures with the same formula, charge and spin**: 441.6 kJ/mol
**LUMO energy**: 0.758 eV

Positions of all 14 atoms, in Å:
C (-1.03, -0.28, -1.12)
C (1.09, 0.72, 0.15)
H (-0.44, -1.99, 0.63)
C (0.95, -0.61, -0.61)
H (-0.94, 0.91, 1.14)
H (1.72, -1.23, -1.06)
O (-0.08, -0.28, -2.03)
H (0.72, 1.52, -0.48)
H (-2.00, 0.54, 0.09)
H (2.09, 0.99, 0.53)
C (-0.01, 0.26, 1.17)
C (-0.16, -0.98, 0.28)
N (-2.14, 0.24, -0.91)
H (0.23, 0.21, 2.24)



ORCA calculation (the ωB97M-V functional and the def2-TZVPD basis) on an isolated molecule of C5H7NO in a non-equilibrium geometry.

Values from the calculation:
**SMILES string**: C=C(C)N1CC1=O
**Total charge**: 0
**HOMO**: -9.237 eV
**Largest force on an atom**: 5.4 eV Å⁻¹
**Frontier orbital gap**: 9.97 eV
**Energy above the lowest of the compared OMol25 structures with the same formula, charge and spin**: 366.8 kJ/mol
**LUMO energy**: 0.736 eV

Positions of all 14 atoms, in Å:
C (0.46, -0.27, 1.94)
O (-2.27, 2.28, 0.27)
H (-0.89, 0.64, -2.32)
C (0.81, -1.44, -0.42)
H (-0.19, 0.52, 2.33)
N (-0.70, 0.52, -0.05)
C (-1.46, 1.54, -0.21)
C (0.25, -0.62, 0.71)
H (1.15, -0.99, 2.57)
C (-0.54, 1.08, -1.37)
H (0.40, 1.65, -1.44)
H (1.87, -1.27, -0.36)
H (0.45, -1.09, -1.39)
H (0.66, -2.53, -0.26)



ORCA calculation (the ωB97M-V functional and the def2-TZVPD basis) on a structure of composition C5H7NO.

Values from the calculation:
**Total charge**: 0
**HOMO (alpha / beta)**: -6.663 / -6.665 eV
**Largest force on an atom**: 0.4 eV Å⁻¹
**Frontier orbital gap (alpha / beta)**: 7.07 / 7.07 eV
**Energy above the lowest of the compared OMol25 structures with the same formula, charge and spin**: 493.5 kJ/mol
**LUMO energy (alpha / beta)**: 0.403 / 0.404 eV

Positions of all 14 atoms, in Å:
C (0.70, 1.55, -0.30)
H (-1.34, 0.12, -2.02)
O (-1.75, 0.83, -0.14)
C (-0.32, 0.73, 0.48)
C (-0.89, -1.36, -0.37)
H (-1.08, -2.39, -0.65)
H (1.13, 1.09, -1.21)
C (-0.09, -0.75, 0.54)
H (1.06, -2.19, 1.44)
H (1.24, -0.59, 2.05)
H (0.26, 2.51, -0.57)
N (0.90, -1.20, 1.33)
H (1.54, 1.77, 0.37)
C (-1.35, -0.11, -0.95)



ORCA calculation (the ωB97M-V functional and the def2-TZVPD basis) on a structure of composition C5H7NO.

Values from the calculation:
**Total charge**: 0
**HOMO**: -8.740 eV
**Largest force on an atom**: 0.4 eV Å⁻¹
**Frontier orbital gap**: 9.53 eV
**Energy above the lowest of the compared OMol25 structures with the same formula, charge and spin**: 234.9 kJ/mol
**LUMO energy**: 0.786 eV

Positions of all 14 atoms, in Å:
C (0.07, -0.88, 0.56)
H (-0.60, -1.69, -1.43)
H (1.73, 0.54, 0.06)
H (2.21, -0.64, 1.31)
H (0.54, 1.36, 2.60)
H (0.12, -1.93, 0.88)
C (0.43, 0.58, 1.85)
C (1.37, -0.08, 0.89)
N (-0.65, -0.06, 1.59)
C (-0.87, 0.38, -1.34)
H (-0.78, 1.30, -0.76)
C (-0.50, -0.79, -0.83)
O (-1.38, 0.51, -2.59)
H (-1.63, 1.43, -2.75)



ORCA calculation (the ωB97M-V functional and the def2-TZVPD basis) on an isolated molecule of C5H7NO in a non-equilibrium geometry.

Values from the calculation:
**SMILES string**: [H]/N=C1/C=C(C)CO1
**Total charge**: 0
**HOMO**: -9.324 eV
**Largest force on an atom**: 1.3 eV Å⁻¹
**Frontier orbital gap**: 10.14 eV
**Energy above the lowest of the compared OMol25 structures with the same formula, charge and spin**: 97.1 kJ/mol
**LUMO energy**: 0.813 eV

Positions of all 14 atoms, in Å:
H (0.54, -1.72, 0.95)
C (0.09, -0.54, -1.99)
H (-1.73, 1.14, -0.44)
O (0.79, 0.25, 1.55)
H (1.14, -0.34, -2.27)
C (-0.44, 0.83, 1.43)
H (-0.12, -1.59, -2.19)
N (-1.04, 1.53, 2.30)
C (-0.93, 0.58, 0.04)
H (1.89, -0.97, 0.13)
H (-0.47, 1.73, 3.12)
C (-0.08, -0.25, -0.54)
C (0.88, -0.77, 0.51)
H (-0.56, 0.11, -2.57)



ORCA calculation (the ωB97M-V functional and the def2-TZVPD basis) on an isolated molecule of C5H7NO.

Values from the calculation:
**SMILES string**: C#C[C@H](C)C(N)=O
**Total charge**: 0
**HOMO**: -9.775 eV
**Largest force on an atom**: 0.6 eV Å⁻¹
**Frontier orbital gap**: 10.64 eV
**Energy above the lowest of the compared OMol25 structures with the same formula, charge and spin**: 142.6 kJ/mol
**LUMO energy**: 0.861 eV

Positions of all 14 atoms, in Å:
H (1.10, -0.63, -2.04)
H (-2.19, 1.86, -2.14)
C (-0.25, -0.62, 1.04)
H (-1.17, -0.28, 2.82)
H (1.05, -1.83, -0.73)
C (-1.44, 1.39, -1.54)
H (2.36, -0.63, -0.79)
C (0.44, 0.15, -0.10)
C (1.29, -0.79, -0.98)
C (-0.60, 0.83, -0.88)
N (-0.58, 0.14, 2.12)
H (-0.55, 1.15, 2.06)
O (-0.48, -1.82, 0.99)
H (1.08, 0.91, 0.35)



ORCA calculation (the ωB97M-V functional and the def2-TZVPD basis) on an isolated molecule of C5H7NO in a non-equilibrium geometry.

Values from the calculation:
**SMILES string**: C1[C@@H]2N[C@@H]2[C@H]2O[C@@H]12
**Total charge**: 0
**HOMO**: -9.604 eV
**Largest force on an atom**: 4.1 eV Å⁻¹
**Frontier orbital gap**: 10.70 eV
**Energy above the lowest of the compared OMol25 structures with the same formula, charge and spin**: 291.0 kJ/mol
**LUMO energy**: 1.098 eV

Positions of all 14 atoms, in Å:
H (0.42, 1.40, -1.83)
H (-1.45, -1.61, 0.83)
H (1.43, -1.39, 1.05)
C (0.05, 0.88, -0.98)
N (0.15, 1.74, 0.17)
C (0.62, -0.59, 1.01)
H (-0.60, 1.38, 0.76)
C (1.05, 0.51, 0.05)
C (-0.63, -1.04, 0.24)
H (2.12, 0.63, -0.13)
O (-0.40, -1.48, -1.03)
H (0.35, -0.19, 2.00)
C (-1.06, -0.16, -0.85)
H (-2.06, -0.08, -1.29)